# 1
Formula: C8H7Cl2P
Source: the Open Molecules 2025 dataset
Level of theory: the ωB97M-V functional and the def2-TZVPD basis

## Properties
net charge: 0
energy relative to the best compared isomer or geometry (same formula, charge and spin): 58.1 kcal per mole
frontier orbital gap (spin up / spin down): 7.1 / 7.6 eV

Each line ends with the Mulliken charge.
Element x y z (Å)
C 2.40464 -0.38236 -0.59340  -0.504
C 1.60260 0.33392 -1.50943  -0.422
C 2.09961 -0.26454 0.80991  -0.265
C 0.38409 0.98145 -1.10671  -0.300
C 1.02526 0.40879 1.23131  -0.698
C 0.13624 0.94169 0.22282  0.489
C -2.84679 -0.56265 0.85658  -0.486
C -2.21205 -1.56957 0.31393  0.145
P -1.30210 1.84439 0.90329  0.098
Cl -2.68601 -3.14227 -0.07274  -0.179
Cl -2.10562 2.55404 -0.76255  -0.219
H 3.37233 -0.83334 -0.81756  0.361
H 1.90001 0.40083 -2.59132  0.280
H 2.82616 -0.76830 1.48951  0.302
H -0.37277 1.37893 -1.65750  0.552
H 0.79988 0.39451 2.21860  0.402
H -3.87207 -0.25461 1.01559  0.334
H -1.15342 -1.46088 0.04967  0.110

# 2
Formula: C17H66ClF3N2O25S
Source: the Open Molecules 2025 dataset
Level of theory: the ωB97M-V functional and the def2-TZVPD basis

## Properties
net charge: 0
energy relative to the best compared isomer or geometry (same formula, charge and spin): 0.0 kcal per mole
frontier orbital gap: 7.5 eV

Each line ends with the Mulliken charge.
Element x y z (Å)
C 1.80622 -4.27536 -0.49938  -0.925
C 1.02873 -3.02504 0.08382  0.205
C 0.28351 -2.15841 -1.05034  -0.267
C 0.55951 -0.63696 -0.84122  0.452
C 0.09286 0.15458 0.29883  1.383
C -0.80714 -0.56481 1.38534  -1.126
C -2.12150 -1.20786 0.73313  0.231
C -3.43984 -0.52366 1.33288  -1.154
Cl -2.29156 -3.00704 1.16608  0.005
C 0.46972 1.63853 0.42461  -0.258
C -0.00226 2.44627 1.67334  -1.087
C 0.55117 1.91442 3.05423  -0.408
C 2.08081 2.15045 3.27213  0.529
F 2.88199 1.67923 2.24916  -0.091
F 2.41420 3.45171 3.57844  -0.285
F 2.44300 1.38004 4.42715  -0.287
C 1.26329 2.34868 -0.59284  0.593
C 1.60969 3.86583 -0.49550  -0.173
C 2.92829 4.29665 -1.22809  0.126
O 2.90461 5.31008 -1.89974  -0.581
O 4.06796 3.53000 -1.15397  -0.468
C 1.69387 1.53649 -1.76693  0.942
N 2.40156 1.89895 -2.89098  -0.545
S 2.67264 0.62344 -3.90122  0.005
N 1.87378 -0.55691 -3.02377  -0.112
C 1.37674 0.05653 -1.90451  -0.617
H 2.79434 -4.33407 0.04102  0.280
H 1.24616 -5.23579 -0.35312  0.284
H 2.06011 -4.11358 -1.58515  0.143
H 1.78254 -2.30448 0.54869  0.070
H 0.33689 -3.35958 0.89893  -0.053
H -0.81589 -2.41326 -1.11422  0.299
H 0.75021 -2.49523 -2.02114  -0.119
H -1.20001 0.22173 2.09788  0.229
H -0.23589 -1.29620 2.01412  0.257
H -2.12280 -1.06869 -0.39194  0.015
H -4.35380 -1.13346 1.10456  0.418
H -3.50015 0.49304 0.84559  0.168
H -3.24033 -0.44384 2.44549  0.274
H 0.21476 3.54506 1.62369  0.630
H -1.13074 2.36185 1.72052  -0.395
H 0.01023 2.48512 3.86347  0.591
H 0.35767 0.83289 3.26147  0.296
H 0.77022 4.43676 -0.98657  0.145
H 1.70232 4.24455 0.56798  0.177
H 3.92592 2.89167 -0.42245  0.391
O -3.11546 -2.94702 4.36383  -0.565
H -2.93527 -3.87492 4.56434  0.307
H -2.59427 -2.77114 3.56898  0.258
O 5.00708 4.98061 -4.29790  -0.671
H 4.67100 4.28130 -4.86890  0.293
H 4.44706 4.93138 -3.51184  0.345
O -1.00668 -0.97259 -4.38610  -0.636
H -0.20496 -0.77966 -3.88346  0.235
H -1.47821 -0.12917 -4.40694  0.356
O -0.12900 3.91545 -3.04726  -0.720
H -0.73708 4.62569 -3.28791  0.316
H 0.74031 4.33845 -3.06908  0.264
O 5.56120 1.98465 4.29277  -0.726
H 4.71117 2.34762 4.02778  0.372
H 5.44399 1.03112 4.19868  0.326
O -0.97782 1.32181 5.47542  -0.569
H -0.24506 1.48654 6.08243  0.290
H -1.75396 1.30199 6.04752  0.273
O -3.22117 -1.36845 -6.32123  -0.639
H -2.42253 -1.16922 -5.81300  0.396
H -3.69364 -0.52932 -6.35296  0.297
O -2.90825 0.26469 -1.72741  -0.512
H -3.74175 -0.19300 -1.89485  0.287
H -3.17180 1.17966 -1.57301  0.224
O -2.18101 3.14129 -5.00205  -0.592
H -1.38625 3.34267 -4.48629  0.423
H -2.66524 3.97668 -5.02449  0.298
O -1.96854 -6.01420 3.27331  -0.604
H -2.15590 -5.39633 2.55807  0.315
H -1.09311 -6.35954 3.06137  0.293
O 2.20871 -3.63173 -4.28326  -0.633
H 2.87698 -3.46571 -4.95912  0.318
H 1.97416 -2.75044 -3.96481  0.324
O 2.25361 -6.49594 -5.62872  -0.631
H 1.42115 -6.95267 -5.79241  0.316
H 1.99007 -5.58187 -5.46096  0.325
O -4.19297 5.60208 -5.91633  -0.636
H -4.43056 4.86037 -6.48591  0.316
H -4.88710 6.25181 -6.07389  0.310
O -0.24849 6.65686 -1.63511  -0.584
H -0.85614 7.36567 -1.87679  0.282
H 0.62208 7.07506 -1.65836  0.316
O 3.84883 -1.65364 1.11721  -0.647
H 4.51888 -1.49009 0.44258  0.323
H 3.60942 -0.77184 1.42783  0.254
O -4.72658 -0.83656 6.16465  -0.635
H -4.30887 0.01352 5.99413  0.278
H -4.21617 -1.46095 5.63157  0.366
O -4.03180 -5.91814 -0.15295  -0.604
H -4.92927 -5.97523 0.19591  0.314
H -3.61575 -5.23182 0.38095  0.280
O 4.72293 3.74884 6.77632  -0.638
H 5.13922 4.60368 6.61946  0.312
H 5.23014 3.13626 6.22812  0.336
O -4.16021 -7.91214 2.56812  -0.628
H -3.45567 -7.85332 1.91328  0.320
H -3.86567 -7.32926 3.27761  0.321
O -3.45617 2.37572 1.04430  -0.634
H -3.55687 3.20456 0.55843  0.270
H -3.34572 2.65427 1.96181  0.253
O -0.75898 -2.79631 -7.97560  -0.625
H -0.03193 -2.62458 -7.36694  0.300
H -1.54209 -2.79512 -7.40997  0.317
O 8.24494 2.04579 2.48673  -0.631
H 8.97589 2.20631 3.09362  0.314
H 7.46520 2.03166 3.05600  0.349
O -4.09185 -4.11509 6.85212  -0.628
H -4.92255 -4.57617 6.68904  0.315
H -4.35925 -3.20115 7.01206  0.303

# 3
Formula: C43H64BCuN3O2PSb2
Source: the Open Molecules 2025 dataset
Level of theory: the ωB97M-V functional and the def2-TZVPD basis

## Properties
multiplicity: 2
expectation value of S²: 0.75
net charge: +1
energy relative to the best compared isomer or geometry (same formula, charge and spin): 11.5 kcal per mole
frontier orbital gap (spin up / spin down): 7.2 / 6.5 eV

Each line ends with the Mulliken charge.
Element x y z (Å)
Cu -0.72820 0.05736 -0.77788  1.515
C -0.63546 -1.23488 5.10639  -1.721
Sb -0.19209 0.04744 3.44305  0.530
C -1.44696 1.64355 4.14602  -1.370
C 1.60808 0.89762 4.29836  -1.382
C 2.73242 -0.08710 4.22029  0.790
C 2.84845 -1.04771 5.22803  -0.542
C 3.82594 -2.02651 5.19574  -0.809
C 4.72765 -2.05470 4.14097  -0.769
C 4.63329 -1.09944 3.14461  -0.601
C 3.64659 -0.11015 3.15749  0.631
C 3.63023 0.88087 2.03484  -1.790
Sb 2.27098 0.44225 0.37793  -0.418
C 2.58686 -1.67719 0.48273  -0.897
C 3.77610 0.86935 -1.09603  -1.517
H -0.43895 -0.69745 6.03425  0.638
H -0.03430 -2.14252 5.07814  0.420
H -1.69099 -1.50697 5.07070  0.477
H -1.40562 1.66369 5.23537  0.541
H -2.47844 1.49229 3.82817  0.384
H -1.09196 2.59911 3.75938  0.286
H 1.36398 1.13818 5.33407  0.779
H 1.80827 1.82937 3.76909  0.350
H 2.15447 -1.01377 6.06089  0.388
H 3.89211 -2.75329 5.99484  0.441
H 5.50716 -2.80421 4.10276  0.426
H 5.34891 -1.10772 2.32959  0.376
H 4.60382 0.88779 1.54425  0.836
H 3.41865 1.89884 2.36215  0.578
H 3.57369 -1.91654 0.08461  0.577
H 1.81851 -2.22660 -0.05242  0.061
H 2.54986 -1.97363 1.53155  0.277
H 4.53981 0.09240 -1.05126  0.530
H 4.23431 1.83161 -0.86452  0.497
H 3.35837 0.90244 -2.10073  0.297
C 0.36003 2.46299 -2.98357  -2.069
C -0.77041 1.75288 -3.73612  2.393
C -2.10774 2.39398 -3.35062  -1.786
C -0.52703 1.93726 -5.23607  -2.053
P -0.72048 -0.00142 -3.10787  0.284
C 0.71864 -0.79867 -3.87987  0.744
C 1.64522 -1.40119 -3.03454  0.611
C 2.74855 -2.07523 -3.53846  -0.570
C 2.93396 -2.16011 -4.90877  -0.764
C 2.00922 -1.57839 -5.76780  -0.989
C 0.90871 -0.90652 -5.26070  -0.546
C -2.19601 -1.02604 -3.62848  2.059
C -3.35499 -0.73956 -2.66572  -1.551
C -1.77296 -2.48917 -3.43517  -2.000
C -2.67436 -0.81779 -5.06521  -1.726
H 0.41041 3.50139 -3.32179  0.794
H 1.32829 1.99426 -3.17920  0.268
H 0.19224 2.47684 -1.90293  -0.042
H -2.02127 3.47854 -3.45255  0.593
H -2.39029 2.18306 -2.31699  0.059
H -2.91688 2.06419 -4.00395  0.305
H -0.64891 2.99784 -5.47301  0.559
H -1.22760 1.38190 -5.85770  0.332
H 0.48756 1.65665 -5.51560  0.431
H 1.48341 -1.36457 -1.96562  -0.648
H 3.45459 -2.53614 -2.85956  0.524
H 3.79113 -2.68415 -5.31088  0.415
H 2.14423 -1.65081 -6.83900  0.456
H 0.20264 -0.46710 -5.95045  0.403
H -3.06780 -0.94731 -1.63177  -0.212
H -4.18917 -1.40202 -2.91141  0.640
H -3.71660 0.28677 -2.72889  0.283
H -1.37582 -2.67027 -2.43185  0.395
H -1.01437 -2.79462 -4.15542  0.314
H -2.65025 -3.12696 -3.57454  0.540
H -2.98062 0.21055 -5.25556  0.355
H -3.54793 -1.45178 -5.23867  0.486
H -1.91858 -1.10284 -5.79671  0.290
C -3.67788 -3.48031 0.26044  -1.835
C -2.61467 -3.10200 1.27754  1.656
C -3.14332 -3.24714 2.68825  -1.721
O -2.31596 -1.67995 1.04974  0.794
B -1.17313 -1.64070 0.30844  -0.236
O -0.55414 -2.83455 0.14171  -0.059
C -1.23384 -3.79384 1.02281  1.647
C -1.31959 -5.11830 0.29358  -2.043
C -0.37042 -3.91887 2.26584  -1.760
H -4.54538 -2.83477 0.40233  0.460
H -3.99665 -4.51541 0.38474  0.394
H -3.31570 -3.34879 -0.76062  0.129
H -4.08105 -2.69895 2.78224  0.476
H -2.44054 -2.85857 3.42337  0.148
H -3.34108 -4.29665 2.91585  0.332
H -1.76126 -5.00439 -0.69474  0.359
H -1.91844 -5.83090 0.86446  0.353
H -0.31950 -5.53512 0.17696  0.453
H -0.26624 -2.95758 2.77160  -0.007
H 0.62336 -4.25646 1.97139  0.516
H -0.78709 -4.64182 2.96813  0.375
C -3.88711 2.29357 0.93457  -1.358
C -3.05681 1.31196 0.43423  -0.367
N -1.73994 1.50887 0.27340  1.863
C -1.20557 2.67354 0.64316  -0.295
C -1.95413 3.71330 1.18770  0.983
C -3.32572 3.50107 1.31198  -0.883
C -1.41625 4.96262 1.75525  -0.743
C -0.20174 5.51212 1.82810  -0.938
C 1.09025 5.14059 1.22256  0.884
C 2.26912 5.50175 1.86760  -0.595
C 3.46069 5.16976 1.25207  -0.347
N 3.50387 4.56074 0.06838  -0.484
C 2.32529 4.28627 -0.47737  -0.233
N 1.12183 4.52451 0.03603  -0.284
H -4.94587 2.10579 1.04350  0.527
H -3.43492 0.33579 0.16555  0.223
H -0.13818 2.76988 0.50675  -0.302
H -3.94812 4.27994 1.73606  0.445
H -2.18026 5.51033 2.29863  0.318
H -0.13915 6.40366 2.44414  0.424
H 2.25310 6.02085 2.81619  0.470
H 4.41305 5.40603 1.71304  0.444
H 2.34484 3.82197 -1.45598  0.433

# 4
Formula: C3H3O2Pt
Source: the Open Molecules 2025 dataset
Level of theory: the ωB97M-V functional and the def2-TZVPD basis

## Properties
multiplicity: 4
expectation value of S²: 3.80
net charge: 0
energy relative to the best compared isomer or geometry (same formula, charge and spin): 41.1 kcal per mole
frontier orbital gap (spin up / spin down): 6.1 / 6.7 eV

Each line ends with the Mulliken charge.
Element x y z (Å)
O -1.06641 0.94785 -0.38812  -0.220
O -0.38237 -0.42971 1.09376  -0.177
C 0.28165 1.17668 -0.19171  0.002
C 0.77434 0.02729 0.42075  -0.456
C -1.39088 -0.28380 0.16057  0.006
H 0.66871 2.18232 -0.31118  0.418
H 0.47661 -1.54540 -0.75875  0.029
Pt -1.03454 -2.08097 -1.06576  0.103
H 1.67290 0.00574 1.04044  0.295

- energy relative to the best compared isomer or geometry (same formula, charge and spin) of number 3 (C43H64BCuN3O2PSb2)?
  11.5 kcal per mole

Copy entry 1 word for word.
Formula: C8H7Cl2P
Source: the Open Molecules 2025 dataset
Level of theory: the ωB97M-V functional and the def2-TZVPD basis

## Properties
net charge: 0
energy relative to the best compared isomer or geometry (same formula, charge and spin): 58.1 kcal per mole
frontier orbital gap (spin up / spin down): 7.1 / 7.6 eV

Each line ends with the Mulliken charge.
Element x y z (Å)
C 2.40464 -0.38236 -0.59340  -0.504
C 1.60260 0.33392 -1.50943  -0.422
C 2.09961 -0.26454 0.80991  -0.265
C 0.38409 0.98145 -1.10671  -0.300
C 1.02526 0.40879 1.23131  -0.698
C 0.13624 0.94169 0.22282  0.489
C -2.84679 -0.56265 0.85658  -0.486
C -2.21205 -1.56957 0.31393  0.145
P -1.30210 1.84439 0.90329  0.098
Cl -2.68601 -3.14227 -0.07274  -0.179
Cl -2.10562 2.55404 -0.76255  -0.219
H 3.37233 -0.83334 -0.81756  0.361
H 1.90001 0.40083 -2.59132  0.280
H 2.82616 -0.76830 1.48951  0.302
H -0.37277 1.37893 -1.65750  0.552
H 0.79988 0.39451 2.21860  0.402
H -3.87207 -0.25461 1.01559  0.334
H -1.15342 -1.46088 0.04967  0.110

- energy relative to the best compared isomer or geometry (same formula, charge and spin) of number 2 (C17H66ClF3N2O25S)?
  0.0 kcal per mole

- What is the formula in the second record?
  C17H66ClF3N2O25S